Computed, not measured: an isolated molecule of C5H10O, with ωB97M-V/def2-TZVPD.

```
16
C5H10O ωB97M-V/def2-TZVPD
H 0.26 3.07 0.46
H 1.81 -0.41 1.17
H -2.14 -0.37 -0.84
C -0.01 1.14 -0.30
H 1.71 -1.85 0.15
H 1.54 1.85 0.97
C 0.29 -0.34 -0.36
H 0.18 -0.69 -1.41
C 0.64 2.06 0.41
C 1.66 -0.76 0.14
H 2.46 -0.36 -0.49
O -0.65 -1.02 0.47
H -2.26 -2.04 -0.31
H -0.88 1.47 -0.86
H -2.65 -0.72 0.81
C -1.97 -1.03 0.01
```

For the energy relative to the best compared isomer or geometry (same formula, charge and spin), the calculation gives 141.03 kJ/mol. Its structure (SMILES) is C=C[C@@H](C)OC. The LUMO energy is 1.1 eV. For the HOMO energy, the calculation gives -9.614 eV. The net charge is 0. Its HOMO-LUMO gap is 10.744 eV. For the electronic energy, the calculation gives -7393.30369 eV. As for the multiplicity: 1. As for the max |F|: 0.010 Eh/bohr.

***

Computed, not measured: an isolated molecule of C5H10O at a distorted geometry, with ωB97M-V/def2-TZVPD.

```
16
C5H10O ωB97M-V/def2-TZVPD
H 1.25 -0.64 -0.87
C 0.82 0.30 -0.61
H 1.43 1.76 1.00
H 2.72 0.72 0.40
C -1.02 0.96 0.13
H -1.19 0.58 1.12
H 0.99 1.03 -1.39
H -1.83 -2.20 -0.82
H -0.30 -2.35 -0.04
C -1.12 -1.65 -0.19
C -0.74 -0.34 -0.86
O -1.82 0.57 -0.88
H 1.51 0.06 1.49
H -0.70 2.01 0.08
H -1.63 -1.56 0.77
C 1.64 0.74 0.65
```

For the energy relative to the best compared isomer or geometry (same formula, charge and spin), the calculation gives 485.05 kJ/mol. Its structure (SMILES) is CC[C@]1(C)CO1. The LUMO energy is 1.0 eV. For the HOMO energy, the calculation gives -7.797 eV. The net charge is 0. Its HOMO-LUMO gap is 8.842 eV. For the electronic energy, the calculation gives -7389.73811 eV. As for the multiplicity: 1. As for the max |F|: 0.061 Eh/bohr.

***

Computed, not measured: an isolated molecule of C5H10O at a distorted geometry, with ωB97M-V/def2-TZVPD.

```
16
C5H10O ωB97M-V/def2-TZVPD
O -2.16 -1.59 -0.55
H 2.76 0.37 1.13
C 1.69 0.10 1.28
H 0.94 -0.66 -0.63
H 0.65 1.36 -1.78
H 2.34 1.91 -0.91
H -1.09 1.07 0.85
C -1.36 -0.68 -0.69
H -1.01 -0.22 -1.69
H -0.92 -0.66 1.41
C 0.83 0.23 0.08
H 0.88 2.41 -0.19
C -0.77 0.06 0.50
H 1.64 -0.97 1.68
C 1.22 1.50 -0.76
H 1.38 0.85 2.07
```

For the energy relative to the best compared isomer or geometry (same formula, charge and spin), the calculation gives 182.90 kJ/mol. Its structure (SMILES) is CC(C)CC=O. The LUMO energy is 0.9 eV. For the HOMO energy, the calculation gives -9.903 eV. The net charge is 0. Its HOMO-LUMO gap is 10.831 eV. For the electronic energy, the calculation gives -7392.86968 eV. As for the multiplicity: 1. As for the max |F|: 0.061 Eh/bohr.

***

Computed, not measured: an isolated molecule of C5H10O, with ωB97M-V/def2-TZVPD.

```
16
C5H10O ωB97M-V/def2-TZVPD
H -1.29 0.55 -1.44
H -1.04 -0.56 1.44
H 2.59 -0.61 -0.41
C 1.58 -0.62 0.01
H 1.10 0.76 -1.61
H -0.07 2.54 -0.44
H 0.38 -2.11 0.31
H 0.02 1.65 1.14
O 1.09 -1.91 -0.31
C -1.56 -0.43 0.49
C -0.01 1.58 0.06
H -1.84 -1.41 0.10
C -0.77 0.42 -0.50
H -2.50 0.10 0.73
C 0.73 0.46 -0.63
H 1.68 -0.50 1.10
```

For the energy relative to the best compared isomer or geometry (same formula, charge and spin), the calculation gives 126.32 kJ/mol. Its structure (SMILES) is C[C@H]1C[C@H]1CO. The LUMO energy is 1.0 eV. For the HOMO energy, the calculation gives -10.063 eV. The net charge is 0. Its HOMO-LUMO gap is 11.100 eV. For the electronic energy, the calculation gives -7393.45611 eV. As for the multiplicity: 1. As for the max |F|: 0.008 Eh/bohr.

***

Computed, not measured: a cluster of 2 separate species, C5H10O in total, with ωB97M-V/def2-TZVPD.

```
16
C5H10O ωB97M-V/def2-TZVPD
H 0.06 -2.22 -1.74
O -1.50 2.04 0.22
H -1.04 -1.02 0.96
H -2.19 -0.86 -0.38
H 0.92 1.11 -0.40
C -0.34 -0.34 -1.04
C 1.57 1.16 0.50
H 1.24 0.45 1.26
H 0.70 -2.04 -0.08
H 2.60 0.92 0.21
C 0.56 -1.52 -1.04
H 1.52 -1.28 -1.50
C -1.80 0.94 0.60
H -2.51 0.86 1.45
H 1.51 2.18 0.89
C -1.30 -0.39 0.09
```

For the energy relative to the best compared isomer or geometry (same formula, charge and spin), the calculation gives 419.24 kJ/mol. The LUMO energy is 0.0 eV. For the HOMO energy, the calculation gives -8.524 eV. The net charge is 0. Its HOMO-LUMO gap is 8.557 eV. For the electronic energy, the calculation gives -7390.42019 eV. As for the multiplicity: 1. As for the max |F|: 0.013 Eh/bohr.

***

Computed, not measured: an isolated molecule of C5H10O, with ωB97M-V/def2-TZVPD.

```
16
C5H10O ωB97M-V/def2-TZVPD
H -0.43 0.77 2.57
H -1.27 1.15 -1.54
H 0.85 -2.79 0.01
H -1.51 -0.47 -0.85
H 1.50 0.35 1.16
H -0.86 -0.59 1.52
H -1.50 1.03 1.19
H 1.21 0.86 -1.39
C -0.82 0.16 -1.43
C 1.28 -1.09 -0.59
C 0.61 0.79 0.68
C 0.56 0.23 -0.78
H -0.74 -0.28 -2.43
O 0.37 -1.98 -0.21
C -0.61 0.48 1.53
H 0.79 1.87 0.65
```

For the energy relative to the best compared isomer or geometry (same formula, charge and spin), the calculation gives 253.70 kJ/mol. The LUMO energy is 0.8 eV. For the HOMO energy, the calculation gives -8.395 eV. The net charge is 0. Its HOMO-LUMO gap is 9.202 eV. For the electronic energy, the calculation gives -7392.13588 eV. As for the multiplicity: 1. As for the max |F|: 0.008 Eh/bohr.

***

Computed, not measured: an isolated molecule of C5H10O at a distorted geometry, with ωB97M-V/def2-TZVPD.

```
16
C5H10O ωB97M-V/def2-TZVPD
H -1.40 0.59 0.64
H -0.02 -0.42 -1.94
H 2.37 0.35 0.78
H 1.42 -1.08 0.27
H 2.42 -0.19 -0.90
C 1.76 -0.07 -0.03
C 0.58 0.79 -0.33
H -1.45 -0.12 2.22
H 0.29 -0.07 1.92
C -0.45 0.31 -1.23
C -0.69 -0.10 1.43
C -1.50 -0.53 -0.42
O -0.90 -1.23 0.61
H -0.98 1.08 -1.80
H 0.70 1.87 -0.20
H -2.15 -1.19 -1.01
```

For the energy relative to the best compared isomer or geometry (same formula, charge and spin), the calculation gives 583.31 kJ/mol. The LUMO energy (alpha / beta) is 0.4 / 0.7 eV. For the HOMO energy (alpha / beta), the calculation gives -7.365 / -7.420 eV. The net charge is 0. Its HOMO-LUMO gap (alpha / beta) is 7.766 / 8.115 eV. For the electronic energy, the calculation gives -7388.71971 eV. As for the multiplicity: 1. As for the max |F|: 0.020 Eh/bohr.

***

Computed, not measured: an isolated molecule of C5H10O, with ωB97M-V/def2-TZVPD.

```
16
C5H10O ωB97M-V/def2-TZVPD
H -0.37 -2.79 0.01
H -0.96 2.40 0.66
C -0.02 2.17 0.14
H 1.51 0.29 -1.14
H 1.18 -1.42 -1.50
H 0.16 -0.12 2.21
O 0.84 1.41 0.98
H -0.29 1.67 -0.80
H -1.72 -1.70 -0.29
C -0.83 -1.85 0.33
H -1.17 -1.95 1.36
C 0.34 0.15 1.17
C 0.09 -0.68 0.16
H 0.01 -0.19 -1.98
C 0.72 -0.47 -1.19
H 0.52 3.09 -0.10
```

For the energy relative to the best compared isomer or geometry (same formula, charge and spin), the calculation gives 136.53 kJ/mol. Its structure (SMILES) is COC=C(C)C. The LUMO energy is 1.0 eV. For the HOMO energy, the calculation gives -8.553 eV. The net charge is 0. Its HOMO-LUMO gap is 9.553 eV. For the electronic energy, the calculation gives -7393.35032 eV. As for the multiplicity: 1. As for the max |F|: 0.008 Eh/bohr.

***

Computed, not measured: a cluster of 2 separate species, C5H10O in total at a distorted geometry, with ωB97M-V/def2-TZVPD.

```
16
C5H10O ωB97M-V/def2-TZVPD
H -2.17 0.20 -1.98
H 2.79 -1.21 -1.08
O 1.21 -0.16 -0.42
C 2.45 -0.78 -0.14
C -0.17 1.46 0.68
H 3.20 -0.06 0.21
C -2.62 -0.21 0.04
C -1.95 -0.38 -1.09
H -2.38 -0.77 0.94
H -3.43 0.52 0.13
H -0.37 1.88 -0.30
H 2.32 -1.56 0.62
H -1.11 -1.07 -1.16
C 0.64 0.38 0.66
H 0.88 -0.10 1.62
H 0.71 1.85 1.28
```

For the energy relative to the best compared isomer or geometry (same formula, charge and spin), the calculation gives 439.28 kJ/mol. Its structure (SMILES) is C=COC.C=C. The LUMO energy is 0.9 eV. For the HOMO energy, the calculation gives -8.384 eV. The net charge is 0. Its HOMO-LUMO gap is 9.291 eV. For the electronic energy, the calculation gives -7390.21248 eV. As for the multiplicity: 1. As for the max |F|: 0.042 Eh/bohr.

***

Computed, not measured: an isolated molecule of C5H10O, with ωB97M-V/def2-TZVPD.

```
16
C5H10O ωB97M-V/def2-TZVPD
H -0.87 -0.63 -1.26
C -0.91 -0.14 -0.27
H 0.24 1.35 0.80
H -0.68 -0.91 0.47
H 2.69 -1.97 1.04
H -2.58 1.17 -0.78
H -0.17 1.79 -0.87
C -2.31 0.42 -0.02
C 2.03 -1.44 0.36
O 1.41 0.58 -0.73
H 1.24 -2.01 -0.14
C 2.19 -0.15 0.13
H -2.37 0.91 0.96
H -3.07 -0.37 -0.05
H 3.00 0.43 0.59
C 0.14 0.96 -0.23
```

For the energy relative to the best compared isomer or geometry (same formula, charge and spin), the calculation gives 128.45 kJ/mol. Its structure (SMILES) is C=COCCC. The LUMO energy is 1.2 eV. For the HOMO energy, the calculation gives -9.566 eV. The net charge is 0. Its HOMO-LUMO gap is 10.736 eV. For the electronic energy, the calculation gives -7393.43400 eV. As for the multiplicity: 1. As for the max |F|: 0.007 Eh/bohr.

***

Computed, not measured: a cluster of 2 separate species, C5H10O in total, with ωB97M-V/def2-TZVPD.

```
16
C5H10O ωB97M-V/def2-TZVPD
H 0.93 -2.08 -0.49
C -0.06 -1.82 -0.84
H -0.41 -1.29 2.61
H 0.59 1.19 -1.83
C 0.56 0.62 -0.89
H -0.77 -2.63 -0.98
C 0.11 1.51 0.24
H 0.40 2.27 2.18
H -0.39 -1.25 1.87
C -0.37 -0.55 -1.09
H -0.84 2.03 0.09
O -1.59 -0.12 -1.53
H 1.70 1.12 1.56
H 1.57 0.24 -0.70
C 0.77 1.64 1.38
H -2.18 -0.89 -1.59
```

For the energy relative to the best compared isomer or geometry (same formula, charge and spin), the calculation gives 213.88 kJ/mol. Its structure (SMILES) is C=CCC(=C)O.[H][H]. The LUMO energy is 0.9 eV. For the HOMO energy, the calculation gives -8.984 eV. The net charge is 0. Its HOMO-LUMO gap is 9.909 eV. For the electronic energy, the calculation gives -7392.54858 eV. As for the multiplicity: 1. As for the max |F|: 0.007 Eh/bohr.

***

Computed, not measured: an isolated molecule of C5H10O at a distorted geometry, with ωB97M-V/def2-TZVPD.

```
16
C5H10O ωB97M-V/def2-TZVPD
C -0.34 1.03 0.74
H -0.91 1.36 1.86
H 0.01 -0.92 -2.00
H 0.96 -1.86 0.45
H 0.22 1.72 -1.35
H -0.36 0.25 2.42
H -1.48 -0.64 1.57
H -0.70 -2.11 -0.10
H -1.35 0.88 -1.25
C -0.34 0.92 -0.82
C -0.48 -0.34 1.26
O 1.78 -0.33 -1.11
C 0.37 -0.45 -1.06
H 2.02 0.24 -1.85
C 0.05 -1.34 0.17
H 0.54 1.57 1.06
```

For the energy relative to the best compared isomer or geometry (same formula, charge and spin), the calculation gives 393.08 kJ/mol. Its structure (SMILES) is OC1CCCC1. The LUMO energy is 0.9 eV. For the HOMO energy, the calculation gives -9.434 eV. The net charge is 0. Its HOMO-LUMO gap is 10.314 eV. For the electronic energy, the calculation gives -7390.69131 eV. As for the multiplicity: 1. As for the max |F|: 0.073 Eh/bohr.

***

What did the ninth record say?
Computed, not measured: a cluster of 2 separate species, C5H10O in total at a distorted geometry, with ωB97M-V/def2-TZVPD.

```
16
C5H10O ωB97M-V/def2-TZVPD
H -2.17 0.20 -1.98
H 2.79 -1.21 -1.08
O 1.21 -0.16 -0.42
C 2.45 -0.78 -0.14
C -0.17 1.46 0.68
H 3.20 -0.06 0.21
C -2.62 -0.21 0.04
C -1.95 -0.38 -1.09
H -2.38 -0.77 0.94
H -3.43 0.52 0.13
H -0.37 1.88 -0.30
H 2.32 -1.56 0.62
H -1.11 -1.07 -1.16
C 0.64 0.38 0.66
H 0.88 -0.10 1.62
H 0.71 1.85 1.28
```

For the energy relative to the best compared isomer or geometry (same formula, charge and spin), the calculation gives 439.28 kJ/mol. Its structure (SMILES) is C=COC.C=C. The LUMO energy is 0.9 eV. For the HOMO energy, the calculation gives -8.384 eV. The net charge is 0. Its HOMO-LUMO gap is 9.291 eV. For the electronic energy, the calculation gives -7390.21248 eV. As for the multiplicity: 1. As for the max |F|: 0.042 Eh/bohr.

***

Question: What is the multiplicity in the seventh record?
Answer: 1

***

Question: What is the formula in the first record?
Answer: C5H10O

***

Repeat the tenth record exactly.
Computed, not measured: an isolated molecule of C5H10O, with ωB97M-V/def2-TZVPD.

```
16
C5H10O ωB97M-V/def2-TZVPD
H -0.87 -0.63 -1.26
C -0.91 -0.14 -0.27
H 0.24 1.35 0.80
H -0.68 -0.91 0.47
H 2.69 -1.97 1.04
H -2.58 1.17 -0.78
H -0.17 1.79 -0.87
C -2.31 0.42 -0.02
C 2.03 -1.44 0.36
O 1.41 0.58 -0.73
H 1.24 -2.01 -0.14
C 2.19 -0.15 0.13
H -2.37 0.91 0.96
H -3.07 -0.37 -0.05
H 3.00 0.43 0.59
C 0.14 0.96 -0.23
```

For the energy relative to the best compared isomer or geometry (same formula, charge and spin), the calculation gives 128.45 kJ/mol. Its structure (SMILES) is C=COCCC. The LUMO energy is 1.2 eV. For the HOMO energy, the calculation gives -9.566 eV. The net charge is 0. Its HOMO-LUMO gap is 10.736 eV. For the electronic energy, the calculation gives -7393.43400 eV. As for the multiplicity: 1. As for the max |F|: 0.007 Eh/bohr.